23
Properties=species:S:1:pos:R:3:forces:R:3 method="wB97M-V/def2-TZVPD" e_lumo_ev=0.80 relative_energy_kcal_mol=46.5 charge=0 smiles="C=CNC.CCCO" total_energy_ev=-10001.7426 homo_lumo_gap_ev=8.81
C -0.829874 -1.418077 -1.502753 -0.08 0.00 -0.07
C 0.371348 -1.982221 -1.563234 0.07 -0.02 0.09
N 1.434247 -1.688546 -0.713374 0.17 -0.04 -0.13
C 2.771005 -2.045821 -1.164187 -0.15 0.06 0.02
H -1.046567 -0.657082 -0.763224 -0.06 0.09 -0.08
H -1.610749 -1.708230 -2.190288 0.01 -0.01 0.07
H 0.585335 -2.768164 -2.281160 -0.02 0.01 0.00
H 1.380091 -0.750538 -0.344633 -0.01 -0.06 0.10
H 3.480484 -1.923999 -0.348517 0.01 0.01 0.04
H 2.777235 -3.094497 -1.455053 0.02 -0.05 0.00
H 3.114591 -1.453412 -2.017892 0.04 0.03 -0.06
C -1.410088 0.836939 2.799188 0.22 0.02 0.04
C -1.628916 1.546081 1.468871 0.14 -0.05 0.07
C -0.318114 1.930354 0.815651 0.03 0.10 -0.19
O -0.599316 2.349687 -0.516435 0.05 0.03 -0.01
H -0.920058 1.492882 3.522986 -0.05 0.01 -0.01
H -2.340874 0.487665 3.241586 -0.06 0.04 -0.03
H -0.759777 -0.031564 2.668177 -0.06 -0.03 -0.01
H -2.227905 2.447301 1.602182 -0.10 -0.01 -0.03
H -2.159999 0.894172 0.774058 -0.08 0.00 -0.01
H 0.360020 1.067588 0.810068 0.00 -0.05 0.02
H 0.178705 2.736287 1.367874 -0.03 -0.04 0.09
H 0.213312 2.648610 -0.937435 -0.07 -0.03 0.07



12
Properties=species:S:1:pos:R:3:forces:R:3 method="wB97M-V/def2-TZVPD" e_lumo_ev=0.81 relative_energy_kcal_mol=23.6 charge=0 smiles="CC=O.O=CO" total_energy_ev=-9350.2951 homo_lumo_gap_ev=10.86
C 1.634960 0.713455 -0.229157 -0.48 0.06 -0.16
C 1.172028 -0.459199 0.579040 0.37 -1.20 0.24
O 1.030771 -1.590608 0.134775 -0.01 1.53 0.60
H 1.340546 0.575001 -1.272101 0.19 0.01 0.09
H 1.182460 1.628751 0.158098 0.09 -0.05 -0.02
H 2.720736 0.799221 -0.155499 0.01 -0.04 0.01
H 1.021853 -0.253483 1.684275 -0.01 -0.22 -0.75
O -1.600351 0.880296 0.282452 -0.12 -1.24 0.17
C -1.825029 -0.310477 0.182613 0.73 0.43 0.23
O -2.541152 -0.821421 -0.830888 0.17 0.26 0.23
H -1.385814 -1.106765 0.869448 -0.89 0.83 -0.85
H -2.751008 -0.054770 -1.403055 -0.05 -0.36 0.21



17
Properties=species:S:1:pos:R:3:forces:R:3 method="wB97M-V/def2-TZVPD" e_lumo_ev="-5.24 / -5.24" relative_energy_kcal_mol=140.5 charge=+1 total_energy_ev=-20040.2789 homo_lumo_gap_ev="7.15 / 7.15"
C -1.257968 1.276824 0.769124 0.92 2.68 0.10
C -0.334395 1.056160 -0.463993 1.94 -2.31 1.03
C 1.980084 -0.340569 -0.318744 -4.81 -1.98 -2.81
N -2.272730 0.326402 0.727305 -1.96 -1.40 0.94
N -0.952037 0.073981 -1.214244 0.42 1.33 -1.84
N 0.847367 -0.268691 0.546815 -2.13 3.00 0.97
N 0.006997 -1.358784 0.653341 1.52 -2.03 2.09
S -2.117770 -0.727912 -0.306888 1.68 -0.02 -1.87
H -1.795163 2.223796 0.708586 0.38 0.47 0.29
H 0.516938 1.716887 -0.977525 -2.49 -1.34 1.38
H 2.421905 0.525489 -0.645401 0.99 2.34 0.22
H 2.586958 -1.071086 -0.038332 3.31 -2.80 1.61
H 1.540968 -0.788030 -1.253057 0.69 0.20 -0.14
H -0.492635 -0.147879 -2.123058 -0.97 -0.45 1.03
H -0.458133 -1.401572 1.644911 1.38 0.31 -2.21
H -0.762327 1.195305 1.758335 0.32 0.35 -0.71
H 0.541948 -2.290314 0.532819 -1.18 1.64 -0.07



11
Properties=species:S:1:pos:R:3:forces:R:3 method="wB97M-V/def2-TZVPD" e_lumo_ev="3.39 / 1.18" relative_energy_kcal_mol=115.4 charge=-1 multiplicity=2 total_energy_ev=-13488.1592 homo_lumo_gap_ev="5.76 / 3.50"
C 1.821545 -0.832646 -0.526896 0.80 0.15 0.27
O 2.732259 -0.021530 -0.459834 -0.60 -0.58 -0.31
O -1.168628 1.184001 -0.174871 -0.05 0.86 0.52
O 0.836517 -0.508581 0.533983 0.56 -0.54 0.02
C -1.404951 -0.022518 -0.188003 -0.95 -0.90 -2.68
C -0.440488 -1.037856 0.368267 -1.35 -1.35 0.80
H -2.055155 -0.424180 -0.996736 0.34 0.36 0.84
H -0.428177 -1.903419 -0.322941 0.09 0.44 0.25
H -0.848906 -1.403735 1.327148 0.44 0.11 -0.28
Hg 1.131093 1.737769 0.322218 0.14 1.35 0.31
H -3.661195 -0.700962 0.334634 0.58 0.07 0.26



9
Properties=species:S:1:pos:R:3:forces:R:3 method="wB97M-V/def2-TZVPD" e_lumo_ev=0.52 relative_energy_kcal_mol=88.0 charge=0 total_energy_ev=-7266.8695 homo_lumo_gap_ev=9.76
C -0.558981 -0.499105 -0.160151 0.29 0.40 0.07
C 0.110654 0.862568 0.210975 0.58 -0.88 0.82
C -1.898968 0.291384 -0.237674 1.99 0.36 -0.06
O -1.206532 1.436305 -0.196218 -0.14 0.79 -0.32
O 1.417045 1.340211 -0.180027 -2.66 -0.44 0.00
H -0.293511 -0.812944 -1.168738 -0.05 -0.07 -0.11
H -0.442911 -1.334527 0.525154 -0.04 -0.07 0.01
H 0.128013 0.990406 1.297853 0.11 0.04 -0.30
H 1.508171 1.319566 -1.138930 -0.07 -0.12 -0.12



26
Properties=species:S:1:pos:R:3:forces:R:3 method="wB97M-V/def2-TZVPD" e_lumo_ev=0.53 relative_energy_kcal_mol=0.0 charge=0 smiles="CC(=O)NC(=O)NCc1ccccc1" total_energy_ev=-17639.5954 homo_lumo_gap_ev=9.97
C 1.641458 -0.599914 -3.528121 -1.04 2.34 0.87
C 1.425347 0.075724 -2.132575 1.39 0.93 -0.70
O 2.228157 0.713924 -1.481455 0.47 -0.57 -0.68
N 0.122645 0.183923 -1.643299 -1.52 -0.88 0.27
C -0.770514 -0.869788 -1.677866 1.44 -2.69 -5.55
O -0.671085 -1.712131 -2.658746 -0.69 2.07 3.68
N -1.733891 -0.991034 -0.776043 -0.67 0.46 0.73
C -2.051304 -0.083864 0.271320 1.23 1.45 0.29
C -0.826637 0.230682 1.172417 -1.34 -0.58 0.38
C 0.069655 -0.784422 1.545477 0.34 0.18 0.09
C 1.007055 -0.481789 2.519779 -0.38 3.40 0.75
C 0.993300 0.868750 3.147978 -1.23 -2.58 -0.22
C -0.043265 1.746437 2.912849 1.06 0.51 -1.53
C -0.836248 1.449897 1.807514 -0.75 0.07 0.07
H 1.240373 -1.590306 -3.419323 -0.19 -0.28 -0.59
H 2.686132 -0.581285 -3.894103 -0.69 0.33 0.49
H 0.911316 0.102461 -4.122760 1.46 -1.78 0.45
H 0.102005 0.718489 -0.797832 0.28 0.42 0.42
H -1.974728 -1.916923 -0.583102 -0.62 -1.56 -0.38
H -2.867972 -0.482068 0.867723 0.09 -0.25 0.05
H -2.450792 0.845522 -0.166607 0.23 -0.10 0.21
H 0.029098 -1.757572 1.027633 0.15 0.50 0.48
H 1.784617 -1.114809 2.866770 0.39 -0.78 -0.05
H 1.627262 1.119784 3.967868 0.83 -0.25 0.24
H -0.077550 2.759283 3.339418 -0.02 -0.70 0.09
H -1.564435 2.151030 1.435088 -0.22 0.35 0.17